No. 1
Density functional theory data (wB97M-V/def2-TZVPD) for a cluster of 7 separate species, C25H38BN6O2P2S in total.

Positions of all 75 atoms, in Å:
1 O -3.0069 0.2109 -0.7224
2 B -2.4136 -1.0105 -0.3552
3 O -3.0344 -2.1727 -0.7996
4 C -1.0758 -1.0407 0.5453
5 P -0.0141 0.4540 0.1457
6 P 0.8622 0.0571 -1.8584
7 S 2.2439 1.3190 -2.3422
8 H -2.6503 0.5541 -1.5387
9 H -2.3832 -2.8262 -1.0556
10 H -0.4714 -1.9009 0.2125
11 H -1.2543 -1.0889 1.6253
12 H -0.8261 1.6203 0.1144
13 H 0.9888 0.5710 1.1399
14 H -0.2812 0.0341 -2.7114
15 H 1.3119 -1.2978 -1.7490
16 N 4.6731 -0.7135 -3.6703
17 C 5.9242 -1.2639 -3.7443
18 C 6.1018 -1.7329 -5.0202
19 C 4.9155 -1.4511 -5.7447
20 C 4.0526 -0.8193 -4.8872
21 H 4.2699 -0.2964 -2.8529
22 H 6.5763 -1.2746 -2.8874
23 H 6.9861 -2.2224 -5.3926
24 H 4.7178 -1.6832 -6.7780
25 H 3.0564 -0.4371 -5.0368
26 N -0.2166 2.0653 3.6836
27 C 0.1828 3.3749 3.6215
28 C 1.4114 3.4645 4.2230
29 C 1.7700 2.1629 4.6596
30 C 0.7485 1.3179 4.3125
31 H -1.0831 1.7091 3.3280
32 H -0.4384 4.1240 3.1590
33 H 1.9918 4.3640 4.3367
34 H 2.6749 1.8793 5.1709
35 H 0.6233 0.2573 4.4589
36 N -4.1518 -5.6738 -2.7615
37 C -4.5593 -4.7818 -1.8030
38 C -5.5181 -5.3968 -1.0394
39 C -5.6918 -6.7074 -1.5522
40 C -4.8347 -6.8503 -2.6121
41 H -3.4620 -5.4937 -3.4646
42 H -4.1385 -3.7934 -1.7489
43 H -6.0371 -4.9543 -0.2053
44 H -6.3692 -7.4607 -1.1864
45 H -4.6551 -7.6832 -3.2710
46 N 4.1699 6.0334 4.8688
47 C 4.9240 5.6164 5.9333
48 C 6.1330 5.1897 5.4492
49 C 6.1100 5.3602 4.0410
50 C 4.8875 5.8850 3.7118
51 H 3.2384 6.3936 4.9266
52 H 4.5365 5.6584 6.9373
53 H 6.9448 4.8005 6.0407
54 H 6.9010 5.1266 3.3479
55 H 4.4682 6.1641 2.7596
56 N 1.4169 8.8159 4.8931
57 C 1.8556 8.7722 3.5947
58 C 1.5677 9.9803 3.0151
59 C 0.9376 10.7833 3.9996
60 C 0.8602 10.0398 5.1479
61 H 1.4909 8.0699 5.5567
62 H 2.3314 7.8905 3.1976
63 H 1.7867 10.2574 1.9973
64 H 0.5819 11.7929 3.8798
65 H 0.4592 10.2742 6.1192
66 N -5.2261 -10.0645 -5.1897
67 C -5.6718 -9.4951 -6.3525
68 C -7.0294 -9.6742 -6.4139
69 C -7.4178 -10.3734 -5.2425
70 C -6.2847 -10.5986 -4.5050
71 H -4.2717 -10.0877 -4.8867
72 H -4.9879 -9.0157 -7.0323
73 H -7.6722 -9.3397 -7.2111
74 H -8.4151 -10.6769 -4.9709
75 H -6.1404 -11.0908 -3.5581

The calculation puts the LUMO energy at -4.5 eV. Its multiplicity is 1. The value obtained for the max |F| is 0.0439 hartree/bohr. As for the frontier orbital gap: 5.07 eV. The value obtained for the molecular weight is 559.45 g mol⁻¹. For the total energy, the calculation gives -69658.4364 eV. The HOMO energy comes out at -9.55 eV. Its net charge is +1.

No. 2
Density functional theory data (wB97M-V/def2-TZVPD) for a structure of composition C25H38BaFN3PS.

Positions of all 70 atoms, in Å:
1 Ba -1.7430 -0.2081 -0.5253
2 C -1.1498 2.8972 -1.9600
3 C 0.2578 3.4078 -1.6220
4 C 0.2260 4.2358 -0.3321
5 C 1.3206 2.3161 -1.6141
6 C 2.3584 2.4277 -2.5386
7 C 3.3822 1.4996 -2.5989
8 C 3.3644 0.4170 -1.7337
9 C 2.3420 0.2595 -0.8060
10 C 2.3280 -0.9906 0.0648
11 C 3.6101 -1.1396 0.8856
12 C 2.0804 -2.2315 -0.8016
13 C 1.3154 1.2262 -0.7252
14 N 0.2622 1.0422 0.2134
15 C 0.5815 1.2227 1.5411
16 C 1.6944 1.9062 2.0619
17 C 1.8822 2.0178 3.4333
18 C 0.9941 1.4610 4.3434
19 C -0.1117 0.7703 3.8650
20 C -0.2736 0.6851 2.5091
21 F -1.3632 -0.0239 1.9826
22 H -1.7777 3.7166 -2.3176
23 H -1.6381 2.5009 -1.0674
24 H -1.1190 2.1371 -2.7497
25 H 0.5421 4.0813 -2.4315
26 H -0.0639 3.6158 0.5160
27 H -0.4855 5.0607 -0.4270
28 H 1.2080 4.6602 -0.1228
29 H 2.3679 3.2730 -3.2193
30 H 4.1845 1.6161 -3.3164
31 H 4.1559 -0.3226 -1.7869
32 H 1.5001 -0.9172 0.7666
33 H 4.4848 -1.2573 0.2424
34 H 3.5506 -2.0164 1.5342
35 H 3.7597 -0.2607 1.5132
36 H 2.9023 -2.3875 -1.5045
37 H 1.1583 -2.1155 -1.3806
38 H 1.9823 -3.1265 -0.1806
39 H 2.4077 2.3476 1.3773
40 H 2.7485 2.5561 3.7997
41 H 1.1601 1.5547 5.4074
42 H -0.8288 0.3011 4.5275
43 C -4.4434 3.6269 -0.2660
44 P -3.9420 2.1491 0.6911
45 C -3.1595 2.9081 2.1596
46 C -5.5557 1.5946 1.3600
47 H -5.0668 4.2866 0.3388
48 H -5.0031 3.3225 -1.1507
49 H -3.5580 4.1744 -0.5894
50 H -3.8221 3.6292 2.6403
51 H -2.2389 3.4131 1.8612
52 H -2.8964 2.1308 2.8769
53 H -6.0808 2.4140 1.8526
54 H -5.4016 0.7879 2.0773
55 H -6.1781 1.2150 0.5482
56 S -1.5574 -3.1853 0.1259
57 C -0.6381 -4.4058 -0.6316
58 N -0.0789 -5.3563 0.1159
59 C 0.7496 -6.4474 -0.4018
60 C 0.3558 -6.7420 -1.8365
61 C 0.3697 -5.4527 -2.6336
62 N -0.4606 -4.4574 -1.9520
63 H -0.2313 -5.2794 1.1077
64 H 0.5982 -7.3216 0.2269
65 H 1.8044 -6.1707 -0.3455
66 H -0.6436 -7.1803 -1.8640
67 H 1.0516 -7.4558 -2.2737
68 H -0.0391 -5.6145 -3.6286
69 H 1.3892 -5.0760 -2.7409
70 H -0.8817 -3.7233 -2.4910

The calculation puts the LUMO energy at -2.8 eV. Its multiplicity is 1. The value obtained for the max |F| is 0.0107 hartree/bohr. The energy above the lowest of the compared OMol25 structures with the same formula, charge and spin is 0.0 kJ/mol. As for the frontier orbital gap: 6.56 eV. The value obtained for the molecular weight is 599.97 g mol⁻¹. For the total energy, the calculation gives -54545.2331 eV. The HOMO energy comes out at -9.40 eV. Its net charge is +1.

No. 3
Density functional theory data (wB97M-V/def2-TZVPD) for a cluster of 7 separate species, C25H38BrCl20O7PS in total.

Positions of all 93 atoms, in Å:
1 C -1.1109 -2.9313 0.7474
2 C -0.1256 -2.1260 1.0672
3 C 1.1158 -1.1840 1.5686
4 C 0.9508 -1.0831 3.1699
5 C 2.2982 -0.8647 4.0127
6 C 1.8794 -1.0594 5.5916
7 C 2.9589 0.6036 3.9149
8 O 1.2153 0.0718 0.8657
9 C 0.0097 0.8629 0.8752
10 C -0.3982 1.0563 -0.7159
11 S 0.5068 2.5672 -1.4221
12 O 0.1234 -0.1281 -1.3702
13 C 0.1049 -0.0796 -2.8103
14 C 1.5995 0.0153 -3.4932
15 C 1.4473 1.0847 -4.7111
16 O 2.6103 1.0772 -5.5998
17 C 2.7262 2.3160 -6.3249
18 O 1.7405 2.8615 -6.9302
19 C -1.9917 1.0947 -0.9731
20 Cl -2.7770 -0.5805 -1.0727
21 C -2.8515 2.0039 0.0454
22 C -4.3878 1.4363 0.1707
23 Cl -3.0381 3.6777 -0.7573
24 P 0.4911 2.5345 1.7072
25 O 0.3439 2.2565 3.2437
26 O 2.1104 2.9935 1.4073
27 O -0.6013 3.8044 1.3781
28 C 2.4354 -2.0466 1.0913
29 Br 4.1080 -0.9791 1.0154
30 C 2.5702 -3.4664 1.8658
31 C 2.9941 -4.6957 0.8679
32 H -1.9443 -3.5557 0.2566
33 H 0.1198 -0.3090 3.3956
34 H 0.5087 -2.1072 3.5146
35 H 3.1336 -1.6283 3.8294
36 H 1.4947 -2.1377 5.7745
37 H 1.0308 -0.3102 5.7871
38 H 2.7649 -0.7792 6.2860
39 H 2.8403 0.9579 2.8149
40 H 2.4736 1.3863 4.6287
41 H 4.1050 0.5323 4.1025
42 H -0.8552 0.4637 1.5134
43 H 1.8358 2.1975 -1.6613
44 H -0.3011 -1.1148 -3.1700
45 H -0.5771 0.7025 -3.2949
46 H 2.3765 0.4059 -2.7441
47 H 1.8557 -0.9948 -3.9723
48 H 0.5172 0.8499 -5.3767
49 H 1.3112 2.1729 -4.3439
50 H 3.7493 2.8642 -6.4171
51 H -2.1401 1.5621 -2.0313
52 H -2.4618 2.0535 1.1217
53 H -4.9778 2.3087 0.6749
54 H -4.4771 0.5444 0.8860
55 H -4.8863 1.2822 -0.8551
56 H 2.5227 3.0435 2.3052
57 H -0.0635 4.4555 0.8361
58 H 2.1900 -2.3287 -0.0148
59 H 3.4467 -3.3982 2.6329
60 H 1.6247 -3.7306 2.4697
61 H 2.8889 -5.7207 1.4127
62 H 4.1195 -4.5835 0.6411
63 H 2.3374 -4.6323 -0.0745
64 Cl 6.2944 -3.5160 -1.6757
65 C 5.1278 -4.5013 -2.5707
66 Cl 5.0180 -6.1245 -1.8733
67 Cl 3.5382 -3.7217 -2.5878
68 H 5.4749 -4.5932 -3.5991
69 Cl 0.4589 8.8922 -0.0690
70 C 0.1613 7.2290 -0.5943
71 Cl 1.5230 6.1842 -0.1554
72 Cl -1.3429 6.6143 0.1066
73 H 0.0613 7.2244 -1.6791
74 Cl -5.5277 -2.8449 -4.0196
75 C -3.9316 -2.1167 -4.2495
76 Cl -2.7164 -3.3665 -4.5586
77 Cl -3.9664 -0.9426 -5.5736
78 H -3.6601 -1.5936 -3.3339
79 Cl 0.0085 11.7839 1.1448
80 C -0.6318 11.5383 2.7773
81 Cl -1.3644 9.9340 2.9241
82 Cl 0.6446 11.7518 3.9845
83 H -1.4036 12.2854 2.9585
84 Cl -4.6639 -5.1889 -1.3527
85 C -5.8198 -6.1933 -2.2427
86 Cl -5.9127 -7.8125 -1.5331
87 Cl -7.4184 -5.4325 -2.2649
88 H -5.4711 -6.2889 -3.2705
89 Cl -4.7377 -6.6739 1.2988
90 C -4.0871 -6.1963 2.8740
91 Cl -2.4369 -6.8042 3.0754
92 Cl -4.1276 -4.4358 3.0554
93 H -4.7116 -6.6356 3.6510

The calculation puts the LUMO energy at 0.0 eV. Its multiplicity is 1. The value obtained for the max |F| is 0.1229 hartree/bohr. As for the frontier orbital gap: 9.72 eV. The value obtained for the molecular weight is 1302.58 g mol⁻¹. For the total energy, the calculation gives -381481.4949 eV. The HOMO energy comes out at -9.76 eV. Its net charge is 0. The SMILES is C#C[C@](CC(C)C)(O[C@H]([C@@](S)(OCCCOC=O)[C@@H](Cl)[C@H](C)Cl)P(=O)(O)O)[C@@H](Br)CC.ClC(Cl)Cl.ClC(Cl)Cl.ClC(Cl)Cl.ClC(Cl)Cl.ClC(Cl)Cl.ClC(Cl)Cl.